# C6H20CdN3S

A structure of composition C6H20CdN3S at a distorted geometry (the ωB97M-V functional and the def2-TZVPD basis, the OMol25 dataset).

CARTESIAN COORDINATES (ANGSTROEM)
C  -0.1955  0.8117  -4.1696
Cd  -0.1493  -0.4904  -2.6483
N  -1.0099  -1.9645  -0.4880
H  -0.8843  -2.2597  -2.8471
H  -0.2089  -2.2691  0.0489
H  -0.7282  -2.1150  -3.7247
H  0.1228  0.0357  -5.0636
H  0.5211  1.6586  -4.0897
H  -1.4245  0.9298  -4.0537
H  -1.6446  -1.2939  0.0126
H  -1.5317  -2.7684  -0.9157
C  -1.2099  2.1146  0.1332
N  -0.5157  1.2188  1.0825
C  -0.6271  1.5947  2.4805
C  0.5769  0.5611  0.6221
S  1.1827  0.8843  -0.9574
N  1.2415  -0.2742  1.4457
C  0.6038  -0.9193  2.5952
C  2.4653  -0.9396  0.9836
H  -2.0370  2.5738  0.6884
H  -1.6129  1.5265  -0.6928
H  -0.5423  2.8847  -0.2716
H  -1.2140  0.8400  3.0278
H  0.3402  1.7649  2.9805
H  -1.2170  2.5310  2.5339
H  -0.4742  -1.0693  2.4339
H  1.0724  -1.9120  2.7248
H  0.7880  -0.3440  3.5196
H  2.2372  -1.9196  0.5429
H  2.9407  -0.3120  0.2227
H  3.1340  -1.0790  1.8434

**Total energy**: -26409.393 eV
**Spin multiplicity**: 1
**Charge**: -1
**Frontier orbital gap (alpha / beta)**: 0.127 / 0.119 hartree
**Relative energy (zero: lowest compared OMol25 entry of this formula, charge and spin)**: 3.965 eV

Want to see where the charge sits? The Mulliken charges in e are:
1. C -1.125
2. Cd 0.500
3. N -2.327
4. H 0.045
5. H 0.245
6. H -0.149
7. H 0.177
8. H 0.272
9. H 0.234
10. H 0.565
11. H 1.128
12. C -1.327
13. N 0.985
14. C -1.457
15. C -0.287
16. S -0.586
17. N 0.437
18. C -1.428
19. C -1.243
20. H 0.489
21. H 0.177
22. H 0.371
23. H 0.275
24. H 0.325
25. H 0.452
26. H 0.460
27. H 0.479
28. H 0.208
29. H 0.369
30. H 0.324
31. H 0.412